# 1
The following is a quantum chemistry calculation of 9 unconnected molecules or ions with the total composition C24H42Br12O9, from OMol25.

Properties
E = -32504.6046 Eh
Energy above the lowest of the compared OMol25 structures with the same formula, charge and spin = 0.46 kJ/mol
Multiplicity = 2
E_HOMO (spin up / spin down) = -11.79 / -11.79 eV
Charge = +1
Orbital gap (spin up / spin down) = 8.587 / 2.703 eV

Last column: Mulliken spin population.
Element x y z (Å)
Br 1.15026 6.57968 4.82957  0.00
C 1.37435 4.95407 3.61956  0.00
C 0.29807 3.93951 3.91593  0.00
Br -0.15932 2.54193 2.52549  0.00
H 2.30666 4.49178 3.94388  0.00
H 1.40598 5.48578 2.66856  0.00
H -0.57041 4.59594 3.86171  0.00
H 0.26079 3.58787 4.94698  0.00
Br -3.59307 3.50923 3.76846  0.00
C -4.91920 4.07242 2.38419  0.00
C -4.98775 3.10840 1.13875  -0.01
Br -3.12620 2.90008 0.37614  0.19
H -4.58894 5.01452 1.94661  0.00
H -5.90612 4.37421 2.73490  0.00
H -5.60347 3.54629 0.35311  0.00
H -5.26295 2.09710 1.43816  0.01
Br -1.20982 5.79003 -5.23931  0.14
C -2.01516 4.25121 -4.34419  0.01
C -1.32732 4.04184 -3.02095  -0.06
Br -1.42913 5.56205 -1.74915  0.63
H -2.05531 3.38542 -5.00517  0.00
H -3.01660 4.49801 -3.99159  0.00
H -0.33089 3.64737 -3.22000  0.00
H -1.92081 3.27200 -2.52780  0.04
Br 5.98579 -0.85261 1.98609  0.00
C 4.63012 -2.02926 2.86724  0.00
C 3.54518 -2.33278 1.91322  0.00
Br 1.86183 -3.13476 2.82410  0.00
H 4.19812 -1.43301 3.67095  0.00
H 5.17728 -2.93089 3.14251  0.00
H 3.96352 -3.03204 1.18926  0.00
H 3.28430 -1.40091 1.41155  0.00
Br -3.95956 -1.33991 -5.16580  0.00
C -2.82118 -3.05530 -4.96392  0.00
C -1.43908 -2.69335 -4.37025  0.00
Br -0.46264 -4.32366 -4.14009  0.00
H -2.68648 -3.36168 -6.00126  0.00
H -3.36547 -3.80243 -4.38630  0.00
H -1.55684 -2.18198 -3.41488  0.00
H -0.98355 -2.09909 -5.16237  0.00
Br 3.12113 1.48140 -2.14059  0.00
C 3.12564 3.34589 -2.80185  0.00
C 2.94016 4.40678 -1.74134  0.00
Br 2.60362 6.29499 -2.18568  0.04
H 2.32288 3.47204 -3.52831  0.00
H 3.99127 3.57715 -3.42260  0.00
H 3.83540 4.55385 -1.13718  0.00
H 2.10429 4.13527 -1.09660  0.00
C -2.00962 -0.77421 5.73104  0.00
C -1.81677 -0.10431 4.34853  0.00
C -0.96160 -0.73967 3.25652  0.00
O -1.74606 -0.80393 2.14241  0.00
C -3.01999 -0.42009 2.41049  0.00
O -3.93228 -0.38757 1.63076  0.00
O -3.11037 -0.24669 3.69492  0.00
H -2.95843 -0.52374 6.20552  0.00
H -1.34040 -0.50041 6.54668  0.00
H -1.98833 -1.86395 5.74133  0.00
H -1.59278 0.95818 4.44360  0.00
H -0.85525 -1.78384 3.55059  0.00
H -0.03855 -0.18244 3.09658  0.00
C 0.51702 -1.70018 -0.36313  0.00
C -0.45071 -0.59451 -0.63409  0.00
C -0.05156 0.91323 -0.48099  0.00
O -0.11879 1.44555 -1.79868  0.01
C -0.81823 0.59146 -2.52282  0.00
O -1.10185 0.82759 -3.69379  0.00
O -0.85831 -0.56304 -1.91777  0.00
H 0.00080 -2.64430 -0.53705  0.00
H 0.86188 -1.63937 0.66909  0.00
H 1.34759 -1.50967 -1.04281  0.00
H -1.32652 -0.56828 0.01427  0.00
H 0.98763 0.93376 -0.15275  0.00
H -0.63319 1.37556 0.31654  0.00
C 2.61798 -7.27667 -0.26002  0.00
C 2.06334 -6.50583 -1.45984  0.00
C 2.11716 -4.96944 -1.41536  0.00
O 3.14328 -4.67945 -2.38414  0.00
C 3.44416 -5.72311 -3.12497  0.00
O 4.11717 -5.64716 -4.17959  0.00
O 2.81152 -6.76494 -2.63032  0.00
H 3.61572 -6.90357 -0.02892  0.00
H 2.56447 -8.32493 -0.55396  0.00
H 1.87673 -7.22076 0.53718  0.00
H 1.00747 -6.70238 -1.64590  0.00
H 2.27162 -4.67404 -0.37759  0.00
H 1.17470 -4.61328 -1.83129  0.00

Atoms 1-6, force components in eV/Å:
0.0 -1.2 -0.5
1.3 -0.1 1.1
-2.3 1.9 -0.6
1.0 1.1 1.1
0.4 0.7 -0.5
-0.1 -0.9 -0.1


# 2
The following is a quantum chemistry calculation of 2 unconnected molecules or ions with the total composition C24H42Br2FN2O4, from OMol25.

Properties
E = -6597.6853 Eh
Energy above the lowest of the compared OMol25 structures with the same formula, charge and spin = 0.00 kJ/mol
E_HOMO = -11.36 eV
Charge = +1
Orbital gap = 7.432 eV

Last column: Löwdin charge in e.
Element x y z (Å)
C 5.72650 -1.82998 -0.04474  -0.01
C 6.23933 -1.27862 1.35081  -0.48
O 7.35267 -1.51508 1.73645  0.12
O 5.31019 -0.54408 2.10552  -0.07
C 5.69999 0.84658 2.24882  -0.17
C 5.34488 1.73973 0.99586  -0.16
C 3.98026 2.53256 1.14833  -0.19
C 2.73020 1.70852 0.64095  -0.22
C 2.42134 1.83776 -0.91153  -0.22
C 0.95758 2.41891 -1.22218  -0.18
C 0.04996 1.40873 -2.04450  -0.19
C -1.42925 1.23986 -1.42821  -0.12
C -1.50473 -0.14912 -0.71698  -0.06
C -0.38987 -0.51866 0.14523  0.05
N -0.28769 -1.72105 0.82610  0.13
C -1.29820 -2.66623 0.72716  -0.10
C -1.06017 -4.01249 1.52661  -0.29
C -1.21119 -5.20532 0.49488  -0.03
F -1.88076 -4.11804 2.65435  0.00
C -2.49063 -2.42825 -0.10184  0.13
C -2.61427 -1.13323 -0.83514  -0.15
O -3.73180 -0.84234 -1.60299  -0.05
C -4.44720 0.19662 -0.82603  -0.13
C -6.00609 0.16928 -1.06135  -0.17
N -6.66774 -0.32116 0.18640  -0.07
C -8.08247 0.12931 0.21573  -0.19
C -8.69602 0.15293 1.66942  -0.39
C -8.39127 1.53553 2.42875  -0.05
O -8.29246 -0.97331 2.46610  -0.08
H 6.48839 -1.52888 -0.81486  -0.03
H 5.62187 -2.94461 0.06933  0.10
H 4.74598 -1.35336 -0.33990  0.06
H 5.25437 1.20929 3.21066  0.13
H 6.82226 0.90246 2.38700  0.13
H 6.16173 2.51954 0.91529  0.12
H 5.29516 1.12064 0.05743  0.07
H 3.96559 3.53594 0.64863  0.11
H 3.82646 2.68249 2.26152  0.11
H 2.88111 0.62506 0.93421  0.10
H 1.81625 2.06628 1.20262  0.10
H 2.52884 0.80340 -1.35664  0.08
H 3.19991 2.49048 -1.38616  0.07
H 0.43835 2.68959 -0.26602  0.10
H 1.13646 3.31273 -1.88867  0.12
H 0.54398 0.41246 -2.19033  0.11
H -0.12349 1.83853 -3.07650  0.12
H -2.17357 1.32027 -2.26952  0.12
H -1.59809 2.08140 -0.69827  0.13
H 0.44218 0.21182 0.28114  0.13
H 0.54244 -1.89846 1.40224  0.18
H 0.02286 -4.01938 1.85770  0.15
H -1.00488 -4.77074 -0.52771  0.09
H -2.24261 -5.64020 0.54244  0.10
H -0.40698 -5.96505 0.70289  0.09
H -3.26464 -3.22940 -0.15581  0.15
H -4.05588 1.22483 -1.07836  0.12
H -4.25338 0.00920 0.27222  0.14
H -6.31392 -0.40183 -1.97984  0.13
H -6.33610 1.23725 -1.21488  0.12
H -6.69219 -1.34414 0.14944  0.12
H -8.68206 -0.59380 -0.40910  0.13
H -8.23943 1.15779 -0.21126  0.12
H -9.82267 0.10830 1.58733  0.14
H -7.74930 2.17238 1.76076  0.07
H -7.81836 1.33181 3.37678  0.08
H -9.34880 2.06675 2.70038  0.08
H -8.86778 -1.01366 3.25151  0.10
Br 5.29960 0.90706 -2.84108  0.68
C 7.06810 1.66260 -2.52826  -0.66
C 8.13456 0.83625 -3.19325  -0.67
Br 8.50654 -0.79036 -2.18762  0.69
H 7.19514 1.74275 -1.45011  0.04
H 7.03120 2.66221 -2.96100  0.06
H 9.08067 1.37663 -3.21634  0.06
H 7.87161 0.53095 -4.20381  0.05

Atoms 1-6, force components in eV/Å:
-0.3 0.7 0.9
0.0 -0.7 -0.9
-1.0 0.5 -0.1
0.6 0.2 -1.0
1.1 0.5 0.1
-0.4 0.8 0.3


# 3
The following is a quantum chemistry calculation of a molecular structure, C24H42BrN6PPtSi, from OMol25.

Properties
E = -4591.9647 Eh
Multiplicity = 3
E_HOMO (spin up / spin down) = -14.01 / -14.57 eV
Charge = +2
Orbital gap (spin up / spin down) = 8.967 / 7.971 eV

Last column: Mulliken spin population.
Element x y z (Å)
Pt 1.98236 -0.66306 -0.64393  1.47
C 3.50314 0.77596 4.54051  0.00
N 2.83703 -0.00212 3.49289  0.00
C 1.94715 -1.01875 3.70424  0.00
C 1.54955 -1.45596 2.47514  -0.01
N 2.19098 -0.71103 1.52769  0.18
C 2.96338 0.16489 2.15572  -0.03
P 4.14552 1.29518 1.35614  0.00
C 4.81008 0.09864 0.15400  -0.01
N 4.10432 -0.69653 -0.64263  0.11
C 4.98610 -1.43068 -1.38467  0.00
C 6.25087 -1.07000 -1.02679  0.00
N 6.12887 -0.10978 -0.06074  0.00
C 7.24674 0.56017 0.60974  0.00
C 2.98489 2.11647 0.21843  -0.03
N 2.23785 1.50620 -0.69169  0.18
C 1.61586 2.46974 -1.43299  -0.01
C 2.00050 3.68945 -0.95955  0.01
N 2.86260 3.45675 0.07609  0.00
C 3.50654 4.48772 0.89399  0.00
H 3.11951 0.45693 5.50423  0.00
H 4.57762 0.61043 4.51375  0.00
H 3.29708 1.83539 4.41161  0.00
H 1.67771 -1.35169 4.69219  0.00
H 0.87076 -2.25172 2.22055  0.00
H 4.66919 -2.15806 -2.11207  0.00
H 7.20857 -1.41443 -1.37749  0.00
H 8.17329 0.16271 0.20872  0.00
H 7.21279 1.63107 0.42630  0.00
H 7.21527 0.37215 1.67991  0.00
H 0.96062 2.23334 -2.25302  0.00
H 1.73980 4.68424 -1.27876  0.00
H 3.11290 5.45596 0.60183  0.00
H 3.29104 4.32236 1.94639  0.00
H 4.58305 4.48083 0.73937  0.00
C -4.95490 -2.11748 -2.16880  0.00
C -3.43467 -1.88801 -2.33416  0.01
C -2.72999 -3.25467 -2.42575  0.00
C -3.16488 -1.17152 -3.66712  0.00
Si -2.92740 -0.83252 -0.85509  -0.01
Br -0.27279 -1.26708 -1.22288  0.11
C -3.07302 -1.54896 0.88061  0.00
C -2.92279 -3.07746 0.89225  0.00
C -4.49649 -1.19229 1.37022  0.00
C -2.04249 -0.97754 1.87064  0.01
C -3.00641 1.04375 -1.04367  0.00
C -2.66344 1.79047 0.25236  0.00
C -2.06140 1.58756 -2.12896  0.00
C -4.46581 1.37668 -1.43205  0.00
H -5.32293 -2.64119 -3.05470  0.00
H -5.51973 -1.18565 -2.08189  0.00
H -5.18569 -2.73755 -1.29981  0.00
H -3.23854 -3.84108 -3.19566  0.00
H -2.75893 -3.82880 -1.50594  0.00
H -1.68891 -3.14998 -2.72726  0.00
H -3.44234 -1.84774 -4.47992  0.00
H -2.10920 -0.92596 -3.79039  0.00
H -3.75445 -0.26312 -3.78712  0.00
H -3.69136 -3.57530 0.30151  0.00
H -3.03392 -3.42603 1.92256  0.00
H -1.94244 -3.39708 0.53372  0.00
H -5.27546 -1.59652 0.71903  0.00
H -4.65316 -0.11558 1.45527  0.00
H -4.64277 -1.62506 2.36333  0.00
H -1.02189 -1.05852 1.49705  -0.01
H -2.11226 -1.55144 2.79940  0.00
H -2.23377 0.06236 2.12031  0.00
H -1.64162 1.58871 0.58000  0.00
H -3.34752 1.55960 1.06826  0.00
H -2.74668 2.86360 0.05799  0.00
H -1.02034 1.38889 -1.87984  0.00
H -2.19992 2.67140 -2.18613  0.00
H -2.26073 1.17932 -3.11616  0.00
H -5.18584 1.03276 -0.68390  0.00
H -4.75019 0.95365 -2.39500  0.00
H -4.56648 2.46259 -1.50744  0.00

Atoms 1-6, force components in eV/Å:
0.9 0.3 0.3
0.0 0.0 -0.1
0.0 0.0 0.0
0.0 0.0 0.0
0.0 0.0 -0.1
-0.2 0.1 0.0